The following is a DFT calculation (ωB97M-V/def2-TZVPD) of a 2-piece molecular cluster, C9H15IN3 overall.

Its HOMO-LUMO gap is 7.1 eV. The calculation puts the lowest unoccupied orbital energy at -0.2234 hartree. The largest force on an atom is 3.419 eV/Å.

Structure (ORCA input):
```
! wB97M-V def2-TZVPD RIJCOSX def2/J DEFGRID3
* xyz 1 1
C 0.3048 -2.1723 -1.7992
C 1.6094 -3.2867 -0.3547
C -0.4861 -1.5066 -0.8096
C 0.0669 -1.8354 0.4900
C 0.7191 -1.2419 2.9693
C -1.4387 0.0083 -2.3740
C -0.0146 2.6782 -0.7735
C -0.2091 -1.0176 1.7389
C -1.5003 -0.5256 -0.9946
N 1.2994 -2.9397 -1.5517
N 0.9306 -2.8326 0.6598
N -0.8245 1.9063 0.1374
I -3.2217 -0.4425 0.0353
H 0.1260 -2.0574 -2.8317
H 2.3136 -4.0645 -0.1771
H 0.0340 -1.0570 3.7788
H 1.6318 -0.7212 2.9831
H 0.9541 -2.2769 3.0424
H -0.4971 -0.2186 -2.9860
H -2.3458 -0.3691 -2.9573
H -1.4512 1.0250 -2.3481
H -0.4705 2.6253 -1.7984
H 0.2599 3.7050 -0.3899
H 1.0463 2.2732 -0.6625
H -0.2408 0.0450 1.3768
H -1.3622 -1.3089 2.0617
H -1.7110 2.2438 0.3142
H -0.3592 1.7892 1.0604
*
```

Here are the natural (NBO) charges for atoms 1 to 8, given in e: C 0.188; C 0.344; C -0.351; C 0.394; C -0.615; C -0.735; C -0.434; C -0.451